# 1
A cluster of 7 separate species, C48H53BN4O16S in total, computed with ωB97M-V/def2-TZVPD.

Each line ends with the Löwdin charge.
Atoms and positions in Å:
C -3.864 1.790 -4.463  -0.15
C -4.271 0.192 -4.582  -0.25
C -4.606 -0.491 -3.092  -0.17
C -3.131 -0.675 -2.320  -0.21
N -2.767 -2.044 -1.936  -0.02
C -1.893 -2.858 -2.839  -0.35
O -1.249 -3.840 -1.971  -0.18
C -1.239 -5.214 -2.394  -0.13
B -2.947 -3.525 -3.964  -0.42
N -4.182 -4.287 -3.423  0.10
O -2.772 -3.503 -5.420  0.03
C -0.736 -2.071 -3.673  -0.24
C 0.340 -3.076 -4.468  -0.11
C 1.512 -2.251 -5.275  -0.14
C 2.871 -1.985 -4.345  -0.16
O 3.375 -3.288 -3.803  -0.12
C 3.271 -3.320 -2.336  -0.28
C 4.260 -2.377 -1.372  0.00
O 2.426 -4.129 -1.638  -0.05
N 0.064 -1.027 -3.012  -0.65
N 0.142 0.195 -3.621  -0.03
S 0.378 -1.098 -1.348  0.80
H -2.867 1.920 -3.844  0.07
H -3.649 2.227 -5.538  0.07
H -4.702 2.422 -3.898  0.09
H -3.341 -0.383 -5.060  0.10
H -5.149 0.079 -5.346  0.10
H -5.308 0.265 -2.539  0.10
H -5.111 -1.528 -3.346  0.10
H -3.292 -0.062 -1.304  0.14
H -2.388 -0.023 -2.936  0.09
H -2.524 -2.199 -0.933  0.12
H -0.482 -5.776 -1.653  0.12
H -0.754 -5.439 -3.462  0.12
H -2.252 -5.825 -2.230  0.10
H -3.999 -4.443 -2.387  0.07
H -4.105 -5.273 -3.817  0.08
H -2.854 -4.443 -5.772  0.12
H -1.314 -1.533 -4.573  0.15
H 0.814 -3.772 -3.655  0.10
H -0.184 -3.773 -5.252  0.11
H 1.884 -2.985 -6.140  0.12
H 1.137 -1.285 -5.828  0.11
H 2.667 -1.304 -3.414  0.09
H 3.703 -1.544 -5.068  0.14
H 4.056 -2.651 -0.246  0.08
H 3.966 -1.263 -1.572  0.09
H 5.371 -2.643 -1.631  0.08
H 0.027 0.177 -4.656  0.09
H 1.139 0.536 -3.479  0.09
H 0.315 0.220 -0.794  -0.09
O 1.293 -0.729 1.670  0.05
C 1.799 -1.315 2.618  -0.37
C 2.730 -2.442 2.414  0.03
C 3.279 -3.083 3.450  0.03
C 2.981 -2.691 4.842  -0.38
O 3.486 -3.277 5.790  0.10
C 2.049 -1.564 5.045  0.03
C 1.500 -0.922 4.009  0.02
H 2.939 -2.717 1.388  0.10
H 3.964 -3.912 3.319  0.12
H 1.840 -1.288 6.072  0.12
H 0.815 -0.093 4.141  0.11
O 1.359 2.197 5.236  0.07
C 2.013 2.937 4.514  -0.35
C 2.691 4.133 5.054  0.04
C 3.404 4.942 4.265  0.03
C 3.546 4.674 2.820  -0.40
O 4.200 5.414 2.098  0.09
C 2.868 3.479 2.280  0.02
C 2.155 2.670 3.069  0.03
H 2.577 4.315 6.116  0.09
H 3.906 5.823 4.644  0.13
H 2.981 3.297 1.218  0.13
H 1.653 1.789 2.690  0.10
O 6.999 -0.808 0.619  0.09
C 7.868 -0.932 -0.233  -0.39
C 8.681 0.219 -0.673  0.02
C 9.629 0.083 -1.605  0.02
C 9.905 -1.224 -2.234  -0.38
O 10.775 -1.348 -3.085  0.10
C 9.093 -2.375 -1.794  0.03
C 8.145 -2.239 -0.861  0.01
H 8.467 1.171 -0.202  0.12
H 10.234 0.917 -1.939  0.12
H 9.307 -3.327 -2.265  0.12
H 7.540 -3.073 -0.527  0.12
O -2.130 5.166 0.037  0.10
C -1.519 5.765 0.911  -0.38
C -2.229 6.515 1.966  0.02
C -1.560 7.171 2.920  0.02
C -0.084 7.172 2.960  -0.38
O 0.527 7.771 3.835  0.10
C 0.625 6.422 1.905  0.02
C -0.043 5.766 0.951  0.03
H -3.311 6.504 1.923  0.12
H -2.065 7.726 3.701  0.12
H 1.708 6.434 1.948  0.11
H 0.462 5.211 0.171  0.12
O -11.484 -3.652 -2.558  0.10
C -10.577 -2.889 -2.860  -0.39
C -10.485 -2.302 -4.211  0.02
C -9.492 -1.470 -4.540  0.02
C -8.446 -1.100 -3.566  -0.37
O -7.539 -0.337 -3.868  0.09
C -8.538 -1.687 -2.215  0.03
C -9.531 -2.519 -1.886  0.02
H -11.261 -2.582 -4.914  0.12
H -9.410 -1.031 -5.527  0.12
H -7.762 -1.407 -1.512  0.12
H -9.613 -2.958 -0.899  0.12
O -1.479 1.458 10.988  0.10
C -0.824 2.198 10.267  -0.38
C -0.147 3.393 10.807  0.02
C 0.566 4.202 10.017  0.02
C 0.709 3.935 8.572  -0.36
O 1.363 4.674 7.850  0.08
C 0.031 2.739 8.032  0.03
C -0.682 1.930 8.822  0.03
H -0.260 3.575 11.869  0.12
H 1.069 5.083 10.397  0.12
H 0.144 2.557 6.970  0.09
H -1.185 1.049 8.442  0.12

Properties
- SMILES string: CCCCN[C@@](OC)(B(N)O)[C@H](CCCOC(C)=O)N(N)S.O=C1C=CC(=O)C=C1.O=C1C=CC(=O)C=C1.O=C1C=CC(=O)C=C1.O=C1C=CC(=O)C=C1.O=C1C=CC(=O)C=C1.O=C1C=CC(=O)C=C1
- HOMO level: -6.88 eV
- Net charge: 0
- Gap between HOMO and LUMO: 5.0236 eV

# 2
A cluster of 2 separate species, C6H12O in total, computed with ωB97M-V/def2-TZVPD.

Each line ends with the natural charge from an NBO analysis.
Atoms and positions in Å:
C 1.931 -1.841 -0.179  -0.40
C 1.293 -1.221 0.855  -0.23
C 0.839 0.189 0.985  -0.26
C 0.110 0.782 0.049  0.03
C -0.425 0.141 -1.108  -0.64
C -0.039 2.338 -0.058  -0.62
H 2.243 -1.389 -1.210  0.21
H 2.775 -2.584 0.324  0.20
H 1.689 -1.699 1.730  0.20
H 1.265 0.715 1.893  0.22
H -0.792 0.820 -1.986  0.21
H -1.255 -0.449 -0.712  0.20
H 0.098 -0.532 -1.663  0.23
H -0.274 2.564 -1.146  0.21
H 0.805 2.810 0.319  0.22
H -0.905 2.702 0.570  0.22
O -3.395 -1.235 0.252  -0.95
H -3.430 -0.836 1.189  0.48
H -2.531 -1.275 -0.104  0.47

Properties
- SMILES string: C=CC=C(C)C.O
- Energy above the lowest of the compared OMol25 structures with the same formula, charge and spin: 3.820 eV
- HOMO level: -8.61 eV
- Net charge: 0
- Gap between HOMO and LUMO: 9.2536 eV

# 3
A cluster of 2 separate species, C3H9N2 in total, computed with ωB97M-V/def2-TZVPD.

Each line ends with the natural charge from an NBO analysis.
Atoms and positions in Å:
C -1.263 1.378 -0.673  -0.30
N -1.414 1.487 0.603  -0.79
H -1.287 2.223 -1.323  0.17
H -1.038 0.389 -1.072  0.17
H -1.336 0.664 1.194  0.38
H -1.446 2.388 1.077  0.38
C 0.209 -1.832 -0.340  -0.46
C 1.695 -0.345 0.650  -0.08
N 1.041 -0.649 -0.441  -0.38
H -0.871 -1.558 -0.194  0.20
H 0.572 -2.475 0.487  0.18
H 0.263 -2.283 -1.349  0.22
H 2.494 0.345 0.638  0.18
H 1.409 -0.763 1.588  0.13

Properties
- Spin multiplicity: 2
- Energy above the lowest of the compared OMol25 structures with the same formula, charge and spin: 1.521 eV
- HOMO level (alpha / beta): -5.31 / -9.70 eV
- Net charge: 0
- Gap between HOMO and LUMO (alpha / beta): 6.3559 / 10.6354 eV

# 4
A structure of composition C6H10Cl3OP, computed with ωB97M-V/def2-TZVPD.

Each line ends with the natural charge from an NBO analysis.
Atoms and positions in Å:
C -2.011 1.949 -0.080  -0.36
C -1.626 0.678 -0.075  -0.01
C 0.748 1.134 0.145  -0.60
C -0.148 -0.722 -1.418  -0.59
C -0.109 -1.023 1.087  -0.63
C -0.211 0.025 -0.045  -0.13
O -5.056 -0.293 -0.774  -1.00
P -3.651 -0.344 -0.251  1.57
Cl -3.589 2.398 -0.545  0.09
Cl -3.192 -2.427 -0.452  -0.32
Cl -3.927 -0.214 1.723  -0.27
H -1.200 2.831 -0.089  0.26
H 1.596 0.774 0.705  0.23
H 1.001 1.688 -0.677  0.22
H 0.249 1.928 0.829  0.21
H 0.524 -1.578 -1.471  0.22
H -1.190 -1.046 -1.476  0.23
H 0.126 -0.009 -2.181  0.21
H -0.523 -0.866 2.072  0.23
H -0.709 -1.972 0.934  0.24
H 0.874 -1.345 1.256  0.22

Properties
- Energy above the lowest of the compared OMol25 structures with the same formula, charge and spin: 2.865 eV
- HOMO level: -10.30 eV
- Net charge: 0
- Gap between HOMO and LUMO: 9.2503 eV

# 5
An isolated molecule of C2H8N3O2PS3, computed with ωB97M-V/def2-TZVPD.

Each line ends with the natural charge from an NBO analysis.
Atoms and positions in Å:
N 3.100 0.428 -1.521  -0.99
S 2.650 1.003 0.119  0.59
N 1.039 0.592 0.145  -1.16
S -0.177 1.571 -0.345  0.44
C -1.167 1.477 1.200  -0.57
C -1.846 0.131 1.120  -0.08
O -0.880 -0.960 1.317  -0.82
P 0.670 -1.018 0.658  2.13
O 1.600 -1.681 1.511  -1.05
S 0.207 -2.036 -1.106  0.06
N -1.419 -1.338 -1.294  -0.96
H 3.962 -0.042 -1.294  0.38
H 3.098 1.157 -2.231  0.38
H -1.882 2.313 0.976  0.24
H -0.679 1.437 2.141  0.24
H -2.545 0.200 1.991  0.19
H -2.309 -0.098 0.147  0.23
H -1.339 -0.913 -2.197  0.37
H -2.085 -2.222 -1.338  0.39

Properties
- SMILES string: NSN1SCCO[P@@]1(=O)SN
- Energy above the lowest of the compared OMol25 structures with the same formula, charge and spin: 0.000 eV
- HOMO level: -8.65 eV
- Net charge: 0
- Gap between HOMO and LUMO: 8.9874 eV

- Which formula does entry 1 have?
  C48H53BN4O16S